one.
Here is C3H10N2S in the gas phase from the Open Molecules 2025 dataset. Energies are from wB97M-V/def2-TZVPD.

Results
Structure (SMILES) ... NC[C@H](N)CS
Gap between HOMO and LUMO ... 0.36532 Eh

ORCA input file:
```
! wB97M-V def2-TZVPD RIJCOSX def2/J DEFGRID3
* xyz 0 1
N 1.00 -1.15 -1.51
C 1.39 -0.42 -0.25
C 0.12 0.57 0.09
N 0.30 1.11 1.43
C -1.17 -0.31 -0.04
S -2.62 0.79 0.37
H 1.31 -2.05 -1.67
H 1.38 -0.59 -2.24
H 2.44 0.07 -0.13
H 1.47 -1.00 0.67
H 0.10 1.41 -0.67
H 0.66 2.04 1.54
H -0.63 1.25 1.84
H -1.03 -1.23 0.50
H -1.30 -0.58 -1.02
H -3.42 0.07 1.10
*
```

two.
Here is C3H10N2S in the gas phase from the Open Molecules 2025 dataset. Energies are from wB97M-V/def2-TZVPD.

Results
Structure (SMILES) ... NC[C@@H](N)CS
Gap between HOMO and LUMO ... 0.37067 Eh

ORCA input file:
```
! wB97M-V def2-TZVPD RIJCOSX def2/J DEFGRID3
* xyz 0 1
N -2.26 -0.51 0.11
C -1.02 -0.16 0.82
C 0.13 -0.10 -0.20
N 0.03 1.13 -0.98
C 1.45 -0.13 0.57
S 2.96 -0.30 -0.48
H -3.08 -0.26 0.67
H -2.34 0.18 -0.63
H -1.09 0.79 1.37
H -0.78 -0.90 1.58
H 0.04 -0.97 -0.85
H -0.55 1.08 -1.80
H 0.94 1.50 -1.21
H 1.51 0.85 1.05
H 1.53 -0.93 1.30
H 2.54 -1.27 -1.34
*
```

Relative energies, eV: one 0.939; two 0.000.

one.
Here is a molecular structure, C41H56ClLaN3O6P3S2 from the Open Molecules 2025 dataset. Energies are from wB97M-V/def2-TZVPD.

Results
Gap between HOMO and LUMO ... 0.27032 Eh

ORCA input file:
```
! wB97M-V def2-TZVPD RIJCOSX def2/J DEFGRID3
* xyz 0 1
La 0.16 0.48 -0.37
C -2.31 1.95 -5.32
C -2.26 1.54 -3.84
C -3.55 0.81 -3.47
P -0.73 0.67 -3.26
C 0.63 1.40 -4.28
C 0.78 2.89 -3.97
C 1.94 0.67 -4.02
C -0.83 -1.08 -3.71
C -1.62 -1.57 -4.76
C -1.77 -2.92 -4.99
C -1.12 -3.81 -4.14
C -0.32 -3.35 -3.12
C -0.12 -1.98 -2.89
N 0.72 -1.54 -1.85
C 1.91 -2.29 -1.74
C 2.52 -2.83 -2.90
C 3.66 -3.59 -2.83
C 4.28 -3.85 -1.61
C 3.74 -3.28 -0.48
C 2.59 -2.48 -0.52
P 2.09 -1.51 0.93
C 1.44 -2.69 2.19
C 0.00 -3.01 1.81
C 2.21 -4.00 2.38
C 3.65 -0.76 1.61
C 4.53 -1.59 2.54
C 4.46 -0.13 0.48
H -3.21 2.55 -5.49
H -2.37 1.10 -5.99
H -1.46 2.55 -5.62
H -2.24 2.47 -3.25
H -3.67 -0.12 -4.02
H -4.40 1.45 -3.71
H -3.60 0.58 -2.41
H 0.36 1.26 -5.33
H 1.06 3.05 -2.93
H -0.13 3.46 -4.14
H 1.56 3.32 -4.60
H 2.28 0.78 -2.98
H 2.73 1.10 -4.65
H 1.88 -0.39 -4.23
H -2.13 -0.87 -5.40
H -2.38 -3.27 -5.81
H -1.24 -4.88 -4.28
H 0.18 -4.07 -2.48
H 2.06 -2.65 -3.86
H 4.08 -3.99 -3.75
H 5.17 -4.46 -1.55
H 4.23 -3.43 0.47
H 1.45 -2.11 3.12
H -0.04 -3.49 0.83
H -0.64 -2.12 1.79
H -0.44 -3.71 2.52
H 2.22 -4.57 1.45
H 1.72 -4.60 3.14
H 3.25 -3.86 2.69
H 3.25 0.06 2.21
H 5.08 -2.38 2.02
H 3.97 -2.03 3.36
H 5.28 -0.93 2.99
H 4.99 -0.89 -0.11
H 5.20 0.55 0.90
H 3.85 0.45 -0.21
O -4.49 4.66 0.19
C -4.95 3.50 0.62
O -6.01 3.39 1.20
C -4.12 2.29 0.36
C -4.50 0.99 0.64
Cl -5.95 0.35 1.25
N -3.50 0.16 0.26
N -2.48 0.86 -0.27
C -2.84 2.14 -0.21
C -1.82 3.14 -0.66
O -2.17 4.31 -0.83
O -0.66 2.66 -0.84
C -3.38 -1.26 0.38
C -3.64 -1.86 1.60
C -3.51 -3.23 1.71
C -3.09 -3.98 0.61
C -2.81 -3.36 -0.59
C -2.96 -1.98 -0.72
H -3.63 4.57 -0.31
H -3.93 -1.26 2.46
H -3.71 -3.71 2.65
H -2.98 -5.05 0.70
H -2.47 -3.93 -1.45
H -2.76 -1.49 -1.66
C 0.48 5.34 4.46
C 0.47 4.49 3.21
C -0.73 4.73 2.32
O 0.47 3.10 3.67
P 0.82 1.84 2.78
S 1.89 2.31 1.17
S -0.87 0.85 2.39
O 1.77 0.97 3.72
C 1.66 0.75 5.15
C 2.32 1.89 5.90
C 0.25 0.47 5.61
H 0.50 6.39 4.19
H 1.36 5.13 5.07
H -0.41 5.15 5.05
H 1.40 4.63 2.64
H -1.65 4.49 2.85
H -0.67 4.13 1.41
H -0.76 5.78 2.02
H 2.26 -0.15 5.29
H 1.72 2.80 5.86
H 3.30 2.11 5.47
H 2.46 1.61 6.94
H -0.40 1.34 5.48
H 0.28 0.23 6.67
H -0.19 -0.36 5.07
*
```

two.
Here is a molecular structure, C41H56ClLaN3O6P3S2 from the Open Molecules 2025 dataset. Energies are from wB97M-V/def2-TZVPD.

Results
Gap between HOMO and LUMO ... 0.27347 Eh

ORCA input file:
```
! wB97M-V def2-TZVPD RIJCOSX def2/J DEFGRID3
* xyz 0 1
La 0.10 0.16 -0.29
C 0.54 1.02 4.30
C 1.59 0.04 3.75
C 2.34 -0.66 4.88
P 0.89 -0.96 2.38
C 1.92 -2.49 2.13
C 1.95 -3.54 3.24
C 3.34 -2.16 1.68
C -0.69 -1.71 2.92
C -0.94 -2.09 4.24
C -2.02 -2.88 4.61
C -2.83 -3.37 3.59
C -2.62 -3.00 2.27
C -1.60 -2.10 1.90
N -1.42 -1.63 0.59
C -2.45 -1.84 -0.37
C -3.81 -1.65 -0.10
C -4.77 -1.85 -1.07
C -4.41 -2.26 -2.35
C -3.06 -2.42 -2.64
C -2.07 -2.19 -1.68
P -0.27 -2.28 -2.01
C 0.16 -3.93 -1.29
C 1.66 -4.21 -1.13
C -0.54 -5.12 -1.96
C -0.10 -2.47 -3.82
C -0.66 -1.28 -4.62
C 1.38 -2.65 -4.19
H 1.03 1.76 4.94
H 0.02 1.57 3.51
H -0.22 0.51 4.90
H 2.31 0.65 3.20
H 2.67 0.09 5.61
H 1.74 -1.39 5.42
H 3.23 -1.18 4.52
H 1.39 -2.94 1.29
H 2.66 -3.27 4.03
H 0.98 -3.73 3.70
H 2.30 -4.49 2.82
H 3.92 -1.69 2.48
H 3.87 -3.07 1.40
H 3.38 -1.48 0.82
H -0.24 -1.77 5.01
H -2.19 -3.14 5.65
H -3.64 -4.05 3.82
H -3.27 -3.41 1.51
H -4.11 -1.34 0.90
H -5.81 -1.69 -0.83
H -5.16 -2.44 -3.11
H -2.77 -2.72 -3.64
H -0.25 -3.81 -0.28
H 2.10 -4.60 -2.05
H 2.24 -3.33 -0.85
H 1.83 -4.96 -0.36
H -0.13 -5.31 -2.95
H -0.38 -6.03 -1.37
H -1.62 -4.97 -2.06
H -0.63 -3.38 -4.10
H 0.09 -0.48 -4.71
H -0.90 -1.60 -5.64
H -1.57 -0.84 -4.21
H 1.99 -1.84 -3.77
H 1.80 -3.60 -3.85
H 1.50 -2.62 -5.27
O -2.49 2.74 -5.32
C -3.48 2.66 -4.43
O -4.63 2.82 -4.74
C -3.09 2.32 -3.03
C -3.93 2.38 -1.94
Cl -5.59 2.74 -1.84
N -3.23 2.01 -0.84
N -1.98 1.64 -1.18
C -1.88 1.86 -2.48
C -0.54 1.59 -3.13
O -0.29 2.11 -4.20
O 0.22 0.81 -2.46
C -3.57 2.10 0.57
C -3.02 1.19 1.46
C -3.30 1.27 2.81
C -4.14 2.27 3.28
C -4.66 3.20 2.39
C -4.36 3.13 1.04
H -1.63 2.52 -4.90
H -2.33 0.43 1.14
H -2.86 0.54 3.48
H -4.37 2.33 4.34
H -5.28 4.01 2.75
H -4.74 3.89 0.37
C 4.55 5.22 1.41
C 3.69 3.98 1.47
C 4.42 2.78 2.01
O 3.23 3.77 0.11
P 2.11 2.74 -0.36
S 0.53 2.80 0.83
S 2.88 0.90 -0.51
O 1.67 3.35 -1.73
C 2.46 3.79 -2.90
C 2.99 5.18 -2.65
C 3.50 2.77 -3.28
H 4.87 5.51 2.41
H 4.01 6.06 0.97
H 5.44 5.03 0.80
H 2.80 4.19 2.06
H 5.30 2.56 1.40
H 3.80 1.89 2.04
H 4.75 3.00 3.03
H 1.69 3.82 -3.67
H 3.87 5.17 -2.00
H 2.23 5.82 -2.21
H 3.28 5.61 -3.61
H 4.26 2.65 -2.51
H 4.00 3.14 -4.18
H 3.06 1.80 -3.50
*
```

Relative energies, eV: one 0.000; two 0.333.

one.
Here is 2 unconnected molecules or ions with the total composition C5H7NOS from the Open Molecules 2025 dataset. Energies are from wB97M-V/def2-TZVPD.

Results
Gap between HOMO and LUMO ... 0.32905 Eh

ORCA input file:
```
! wB97M-V def2-TZVPD RIJCOSX def2/J DEFGRID3
* xyz 0 1
C 0.67 0.02 0.49
C -0.34 0.46 -2.07
C -1.59 0.48 -2.67
C 1.03 -0.10 1.72
C 0.33 0.81 2.74
H 1.53 -1.78 0.49
H 0.09 -1.80 -0.54
H 0.57 -0.08 -2.45
H -2.46 0.63 -2.08
H -1.56 0.14 -3.68
H 0.94 -1.34 2.17
H -0.19 0.41 4.19
N 1.05 -1.25 -0.13
O 0.17 2.04 2.21
S -0.25 1.34 -0.40
*
```

two.
Here is C5H7NOS in the gas phase from the Open Molecules 2025 dataset. Energies are from wB97M-V/def2-TZVPD.

Results
Structure (SMILES) ... NC[C@@H]1C=CC(=S)O1
Gap between HOMO and LUMO ... 0.29461 Eh

ORCA input file:
```
! wB97M-V def2-TZVPD RIJCOSX def2/J DEFGRID3
* xyz 0 1
N -2.46 -0.28 -0.29
C -1.20 -0.84 -0.28
C 0.02 -0.33 0.56
C 0.36 1.14 0.24
C 1.67 1.13 -0.12
C 2.15 -0.12 -0.04
S 3.75 -0.47 -0.14
O 1.26 -1.02 0.27
H -2.91 -0.27 0.64
H -2.41 0.77 -0.52
H -0.95 -1.84 -0.14
H -1.09 -0.92 -1.45
H -0.07 -0.53 1.69
H -0.52 1.87 0.09
H 2.40 1.72 -0.51
*
```

Relative energies, eV: one 4.087; two 0.000.